# 1
95
Properties=species:S:1:pos:R:3 method="wB97M-V/def2-TZVPD" mol_weight_g_mol=620.53 s2=3.75 gap_ev="6.50 / 8.79" spin_multiplicity=4 energy_ev=-93693.5126 total_charge=+1
Ti -3.45128 -1.50391 1.39204
N -0.36526 -2.35824 -2.02468
H -0.92389 -3.03055 -2.53740
H -0.98247 -2.01892 -1.23077
H -0.01937 -1.55022 -2.57847
H 0.46622 -2.82976 -1.56127
O -1.70366 -1.39161 0.14811
H -1.28504 -0.53153 0.24445
O 1.78028 -3.63543 -1.16642
P 2.37945 -3.87149 0.18758
N 3.05384 -2.53642 0.91129
C 2.27664 -1.41126 1.40358
C 4.48027 -2.21120 0.72423
N 3.57767 -5.06110 0.12266
C 4.32265 -5.20930 -1.14134
C 4.09017 -5.81268 1.26693
N 1.34330 -4.46295 1.40339
C 1.61110 -4.15778 2.79915
C 0.09053 -5.10998 1.08791
H 2.53550 -0.45718 0.93650
H 2.39576 -1.30048 2.48365
H 1.21062 -1.48125 1.17047
H 4.88278 -1.83527 1.66412
H 4.60140 -1.51606 -0.10673
H 4.97126 -3.15598 0.49602
H 3.80126 -5.94849 -1.75633
H 4.45618 -4.30929 -1.73620
H 5.27060 -5.67523 -0.87210
H 3.27933 -6.01529 1.96311
H 4.46289 -6.74918 0.85870
H 4.85824 -5.22983 1.78263
H 2.58109 -3.67772 2.90614
H 0.90392 -3.46481 3.26896
H 1.63445 -5.07913 3.38662
H -0.62244 -4.34727 0.75763
H -0.28738 -5.76280 1.87185
H 0.25124 -5.77771 0.23415
O -3.13244 0.35924 2.90073
P -2.70246 1.77580 2.93208
N -3.41302 2.74053 1.76579
C -4.60873 3.53340 2.06559
C -3.32568 2.30096 0.38883
N -1.03278 1.93412 2.61572
C -0.17894 0.79290 2.95136
C -0.42488 3.23811 2.60734
N -2.89094 2.55623 4.40846
C -3.07317 3.99064 4.57773
C -2.88864 1.73386 5.62258
H -5.28723 3.54430 1.21606
H -4.35591 4.55047 2.36383
H -5.16399 3.07838 2.89105
H -3.57738 3.10005 -0.30561
H -3.86700 1.38115 0.14400
H -2.27252 2.10036 0.15772
H 0.75224 0.98800 2.41467
H -0.00117 0.65140 4.02050
H -0.53387 -0.16403 2.56694
H -1.01168 3.99914 2.09143
H -0.35142 3.62515 3.63424
H 0.58034 3.17992 2.18987
H -4.13461 4.25548 4.58112
H -2.60838 4.42494 5.46081
H -2.65269 4.48281 3.69948
H -3.05374 2.34948 6.50343
H -1.87051 1.35075 5.75822
H -3.58030 0.89616 5.56047
O 0.51489 -0.14641 -3.47390
P 0.17715 1.27110 -3.68091
N -1.48450 1.48219 -3.89885
C -2.11798 2.77449 -4.10196
C -2.37589 0.37043 -3.52331
N 0.94442 2.05164 -4.95843
C 0.39775 1.97987 -6.32433
C 2.42414 2.24108 -4.83297
N 0.53761 2.21855 -2.32830
C 0.70283 1.50769 -1.07060
C 0.57252 3.69132 -2.27941
H -3.18575 2.65389 -3.95070
H -1.85333 3.19783 -5.07355
H -1.73670 3.49830 -3.37855
H -1.92735 -0.56868 -3.84218
H -3.34942 0.38520 -4.01432
H -2.51355 0.40103 -2.44392
H 0.21799 0.95137 -6.65076
H -0.59640 2.42266 -6.26381
H 1.03982 2.48483 -7.03793
H 2.81938 1.42470 -4.22521
H 2.84925 2.13458 -5.82479
H 2.54807 3.18610 -4.30988
H 1.27888 2.12834 -0.37607
H -0.22537 1.27598 -0.53681
H 1.31932 0.63577 -1.28434
H -0.21036 4.01538 -1.59335
H 0.37474 4.09884 -3.26806
H 1.59147 3.95954 -1.99741

# 2
12
Properties=species:S:1:pos:R:3 method="wB97M-V/def2-TZVPD" mol_weight_g_mol=221.97 gap_ev=5.59 energy_ev=-9880.4362
H 1.55427 1.16684 -1.54066
O 0.64298 -1.37805 0.20100
C 0.61077 -1.07946 1.61801
C 1.93541 -1.48179 -0.36172
O -0.42717 -0.45818 1.84928
O 1.59046 0.91010 -0.55742
C 2.57620 -0.09720 -0.32729
H 1.86214 -1.88274 -1.38075
H 2.53920 -2.18049 0.23922
H 3.40864 -0.01015 -1.03716
H 2.88539 0.13930 0.69995
Cs -1.56778 1.07704 0.03399

# 3
15
Properties=species:S:1:pos:R:3 method="wB97M-V/def2-TZVPD" mol_weight_g_mol=117.11 gap_ev=10.36 energy_ev=-11788.1415
C 0.20459 1.88824 0.23388
C 1.23628 -0.20576 -0.07035
C -1.34591 -0.05274 -0.00829
H -0.54708 2.48886 -0.44221
H 1.33985 2.21666 -0.11360
H 0.03151 1.91820 1.46268
H 0.31629 -2.19990 -0.17203
H 2.29078 -1.61374 -0.82884
H -1.18798 -1.79687 1.11331
H -2.61450 -1.37593 0.12139
N 0.08108 0.44378 -0.01095
N 1.26200 -1.63109 -0.06043
N -1.57976 -1.39230 0.22281
O 2.34106 0.36640 -0.00368
O -2.15879 0.71379 -0.38783

# 4
84
Properties=species:S:1:pos:R:3 method="wB97M-V/def2-TZVPD" mol_weight_g_mol=910.51 gap_ev=4.46 energy_ev=-170803.9753 total_charge=-1
F 3.12725 -3.55116 -3.65513
C 2.76549 -2.22690 -3.54022
F 2.09271 -2.11114 -2.34363
C 1.93840 -1.77397 -4.72408
C 0.43319 -2.03911 -4.55931
P -0.48802 -0.45329 -4.07779
Br -1.63225 1.65987 -3.62771
C 4.06530 -1.42121 -3.23614
F 3.72282 -0.15128 -2.85038
F 4.72601 -2.02284 -2.21903
S 5.28847 -1.23076 -4.67156
F 6.28743 -2.31923 -4.07028
F 4.57687 -2.37065 -5.50832
F 4.33785 -0.15222 -5.32685
F 6.05184 -0.08615 -3.85625
F 6.30162 -1.01644 -5.87230
H 2.07017 -0.71228 -4.90709
H 2.30730 -2.34494 -5.56832
H 0.05066 -2.32737 -5.53510
H 0.24229 -2.86941 -3.88713
H -1.71964 -0.88235 -4.71317
H -0.04736 0.15461 -5.33837
H 0.67418 0.12580 -3.41066
H -0.95368 -0.93540 -2.79386
C -3.70453 2.08107 -0.50003
C -4.18147 2.90851 0.42869
C -4.33891 2.48053 1.83709
O -4.78272 3.23628 2.68419
C -3.94118 1.09578 2.18849
C -3.47198 0.26548 1.26272
C -3.31863 0.68961 -0.15038
O -2.88455 -0.06920 -0.98210
H -3.56165 2.36411 -1.53629
H -4.46984 3.92761 0.20403
H -4.05297 0.80637 3.22619
H -3.17490 -0.74643 1.49194
C -3.57489 -6.26636 0.52221
C -2.59598 -5.96455 -0.32579
C -2.33177 -4.55740 -0.73048
O -1.43809 -4.29030 -1.49808
C -3.20491 -3.50275 -0.15006
C -4.18341 -3.81018 0.69894
C -4.44656 -5.21212 1.10106
O -5.33593 -5.49607 1.87577
H -3.78669 -7.28270 0.83015
H -1.94963 -6.71625 -0.76140
H -2.99450 -2.48200 -0.45935
H -4.82856 -3.05889 1.13694
C 5.60188 0.25790 0.27283
C 6.67233 -0.20771 -0.36523
C 8.04324 0.09599 0.11307
O 9.02430 -0.33058 -0.45673
C 8.17828 0.94574 1.32444
C 7.10903 1.40943 1.96228
C 5.73598 1.09639 1.48922
O 4.76628 1.50589 2.09036
H 4.59302 0.04258 -0.05441
H 6.60241 -0.83465 -1.23944
H 9.18881 1.15519 1.65208
H 7.18068 2.02527 2.84990
C -5.27135 8.78073 4.62299
C -4.01949 8.55616 4.23659
C -3.52955 7.17604 3.97974
O -2.38681 6.97773 3.63184
C -4.48923 6.05927 4.16824
C -5.74140 6.28877 4.55465
C -6.23186 7.66297 4.81181
O -7.37236 7.87671 5.16549
H -5.65194 9.77567 4.81680
H -3.30235 9.35414 4.09097
H -4.12027 5.06511 3.97010
H -6.45703 5.48880 4.69435
C 0.13330 -0.77820 2.39862
C 1.35468 -0.98565 1.91556
C 1.84042 -2.35716 1.61457
O 2.95999 -2.55373 1.20029
C 0.90202 -3.48522 1.85361
C -0.32102 -3.27139 2.32819
C -0.79578 -1.90484 2.64548
O -1.91125 -1.71694 3.08946
H -0.24136 0.21173 2.62661
H 2.04729 -0.17612 1.72429
H 1.27126 -4.47422 1.61437
H -1.02674 -4.07409 2.50523

# 5
13
Properties=species:S:1:pos:R:3 method="wB97M-V/def2-TZVPD" mol_weight_g_mol=103.10 gap_ev=9.39 energy_ev=-10394.0277
H 1.26223 2.47392 1.96289
N 0.69479 1.65718 1.65654
C 0.99673 1.25901 0.47424
N 0.29362 0.24680 -0.16897
N 0.84819 -0.14120 -1.37011
C -0.80716 -0.43426 0.42841
C -1.44140 -1.45831 -0.14440
F -2.56456 -1.99577 0.39241
H 1.78626 1.69688 -0.16685
H 1.20426 -1.09529 -1.21475
H 0.06860 -0.24089 -2.08541
H -1.17363 0.03650 1.31354
H -1.16792 -2.00459 -1.07753

# 6
86
Properties=species:S:1:pos:R:3 method="wB97M-V/def2-TZVPD" mol_weight_g_mol=917.00 gap_ev=4.81 energy_ev=-151787.4953 total_charge=+3
Ir -0.45940 0.39368 -1.91234
C 3.26647 0.24945 6.23743
S 2.00629 0.07647 4.96109
C 2.89511 -0.97719 3.78731
C 1.99866 -1.25896 2.58416
C 1.67187 0.02467 1.84098
N 0.76143 -0.15483 0.67533
P 1.14649 -0.79179 -0.83532
C 2.79137 -0.29346 -1.32237
C 3.85731 -1.17569 -1.11702
C 5.15314 -0.76532 -1.38725
C 5.39099 0.51497 -1.86838
C 4.33471 1.39496 -2.07728
C 3.03852 0.99565 -1.80209
C 1.08479 -2.56907 -0.89497
C 0.60694 -3.33791 0.16541
C 0.53059 -4.71506 0.03318
C 0.90501 -5.32176 -1.15986
C 1.36502 -4.55716 -2.22422
C 1.46086 -3.18155 -2.09498
P -0.38268 1.00332 0.23720
C 0.15193 2.64480 0.67614
C -0.00881 3.02876 2.01568
C 0.47848 4.24984 2.44663
C 1.10952 5.10228 1.54822
C 1.25896 4.73153 0.21835
C 0.79010 3.50381 -0.21807
C -1.89205 0.71076 1.14979
C -2.07073 -0.47670 1.85642
C -3.21375 -0.65082 2.62191
C -4.18951 0.33913 2.65188
C -4.02277 1.51322 1.92441
C -2.86948 1.70844 1.18148
H 2.83788 0.86856 7.02235
H 4.15348 0.74034 5.84290
H 3.52336 -0.72130 6.65602
H 3.15975 -1.91731 4.27146
H 3.82037 -0.48816 3.47353
H 1.07289 -1.72274 2.93829
H 2.49416 -1.97063 1.91869
H 2.58924 0.51740 1.50356
H 1.17139 0.71872 2.51555
H 3.68026 -2.17631 -0.74387
H 5.97713 -1.44586 -1.22347
H 6.40377 0.82987 -2.08121
H 4.52644 2.39164 -2.45089
H 2.22474 1.68453 -1.96140
H 0.30845 -2.86712 1.08898
H 0.18666 -5.31837 0.86276
H 0.84559 -6.39731 -1.25831
H 1.66535 -5.03483 -3.14648
H 1.85566 -2.59263 -2.91527
H -0.51195 2.38260 2.72478
H 0.36053 4.53748 3.48193
H 1.48071 6.06063 1.88487
H 1.73948 5.40177 -0.48092
H 0.90912 3.23435 -1.25737
H -1.30109 -1.23816 1.84258
H -3.33158 -1.54488 3.22061
H -5.07201 0.20738 3.26426
H -4.77420 2.29044 1.96743
H -2.71467 2.64821 0.66228
N -0.46234 2.84182 -5.78263
C -0.07627 1.99026 -4.85368
N 0.63499 0.92341 -5.18214
S -0.52335 2.37551 -3.21040
H -0.21852 2.73074 -6.75705
H -0.99250 3.66123 -5.52753
H 0.91436 0.74301 -6.13628
H 1.03310 0.33435 -4.46979
C -3.89744 -3.09020 0.28241
N -4.29196 -1.87893 -0.44008
C -5.56572 -1.36733 -0.39642
C -5.58522 -0.27177 -1.18794
N -4.32618 -0.13781 -1.72000
C -3.92708 0.90572 -2.65448
C -3.53825 -1.11587 -1.25247
Se -1.75755 -1.59850 -1.70605
H -4.35581 -3.95838 -0.18650
H -4.23775 -3.00479 1.31155
H -2.81799 -3.19180 0.26047
H -6.34546 -1.82883 0.18369
H -6.38120 0.41182 -1.42475
H -4.82312 1.35412 -3.07449
H -3.33833 0.46416 -3.45682
H -3.34669 1.67125 -2.14110

# 7
83
Properties=species:S:1:pos:R:3 method="wB97M-V/def2-TZVPD" mol_weight_g_mol=1274.38 s2=0.77 gap_ev="4.96 / 6.29" spin_multiplicity=2 energy_ev=-325169.6829 total_charge=-2
Bi 11.86680 12.28443 10.84254
C 11.26548 14.18830 14.08335
C 10.53607 14.23222 12.75556
N 11.34695 14.58345 11.71375
N 10.90460 15.48240 10.84870
C 11.60235 15.48820 9.66375
S 12.37060 14.15420 8.95155
S 11.37482 17.00151 8.71966
C 10.98856 16.30052 6.99506
C 9.47547 16.16078 6.89454
C 8.92160 14.98533 6.36097
C 7.56344 14.97265 6.10378
C 6.72818 16.02715 6.51676
C 7.28556 17.18446 7.11001
C 8.64675 17.25747 7.27346
C 9.14354 13.89872 12.54903
C 8.15021 14.51993 13.37413
C 6.80214 14.26861 13.22893
C 6.45325 13.35150 12.23807
C 7.36907 12.73391 11.39600
C 8.75027 12.92460 11.47366
O 9.59436 12.24842 10.72550
H 10.57225 14.51235 14.91177
H 12.03542 14.94940 14.08551
H 11.67199 13.17272 14.22528
H 11.48961 15.31249 6.85999
H 11.43226 16.92060 6.17388
H 9.54019 14.08047 6.22808
H 7.11577 14.08692 5.63191
H 5.64527 15.87527 6.51878
H 6.61742 17.98340 7.52010
H 9.14159 18.08088 7.77157
H 8.43023 15.32004 14.08013
H 6.04567 14.84809 13.78470
H 5.40732 13.03076 12.19041
H 7.04897 12.11748 10.53929
F 14.55388 10.46414 11.80923
P 15.28830 11.98780 11.63066
F 16.57280 11.37081 10.86841
F 15.96518 11.90680 13.10018
F 15.80054 13.52517 11.30780
F 14.40734 12.06114 10.13273
F 13.87546 12.69662 12.34749
F 10.83128 8.12005 20.88058
C 11.32174 8.31081 19.68762
C 10.54863 8.95532 18.72792
F 9.31679 8.42734 18.41469
C 11.00325 9.91698 17.85758
F 10.28394 10.90090 17.36089
C 12.36877 9.80230 17.40133
Se 12.93907 10.46028 15.69838
C 13.10879 8.79016 18.15736
F 14.17078 8.21789 17.59929
C 12.70280 8.29140 19.38301
F 13.69793 7.91454 20.28380
Br 11.05470 6.12233 7.83431
C 11.45624 7.89094 8.27976
C 12.74174 8.26100 8.67358
C 12.94426 9.54306 9.15315
C 11.85619 10.40180 9.40315
C 10.59117 9.95495 9.01020
C 10.39573 8.76328 8.36677
H 13.54560 7.54035 8.63560
H 13.91935 9.80535 9.47758
H 9.71073 10.53670 9.28926
H 9.43126 8.49421 7.90692
C 7.96948 6.32521 13.42376
O 7.69144 6.82989 12.05720
P 6.69587 8.03042 11.72424
O 6.42960 8.56627 13.26725
C 5.64814 9.68773 13.67188
O 5.23633 7.40687 11.52623
C 4.89193 6.55522 10.43073
H 8.61361 5.48961 13.22459
H 7.02969 6.03447 13.92125
H 8.60211 7.03654 13.98520
H 5.54901 9.55529 14.79476
H 4.62834 9.64084 13.23376
H 6.21438 10.64061 13.52085
H 4.15803 5.82652 10.83799
H 5.77461 6.02629 10.03279
H 4.34872 7.10102 9.61719
Br 11.28518 10.62310 13.89178

# 8
15
Properties=species:S:1:pos:R:3 method="wB97M-V/def2-TZVPD" mol_weight_g_mol=87.12 gap_ev=10.23 energy_ev=-7831.6675
C -1.32210 -0.29576 -1.25534
C -0.31614 -0.92069 -0.29313
N 0.36349 0.07112 0.53098
C 1.69155 0.50257 0.15827
C -0.30610 0.61418 1.57894
O -1.44059 0.31598 1.90462
H -1.75051 -1.05880 -1.91394
H -0.84945 0.46962 -1.88111
H -2.13304 0.16806 -0.68715
H 0.45452 -1.47730 -0.83791
H -0.82711 -1.62008 0.37560
H 1.70508 0.92614 -0.85400
H 2.39992 -0.33448 0.19255
H 2.03645 1.27165 0.85540
H 0.29403 1.36779 2.12625

# 9
24
Properties=species:S:1:pos:R:3 method="wB97M-V/def2-TZVPD" mol_weight_g_mol=153.21 gap_ev=8.73 energy_ev=-13420.7809 total_charge=+1
C -4.44364 -0.38510 0.20673
C -2.37678 0.29968 0.39823
C 2.10895 0.29086 0.36534
C 0.82117 -0.55431 0.51883
C 0.80885 0.88024 0.61780
C 2.80286 0.55234 -0.91169
C 0.67646 -1.49748 1.65210
N -3.55660 0.11320 1.06357
N -2.49686 -0.21289 -0.77008
N -3.82374 -0.55306 -0.93464
N 0.00336 1.85074 0.77789
H -5.50932 -0.59632 0.27464
H 2.67953 0.24859 1.21065
H 0.18913 -0.81359 -0.31515
H 3.69561 1.21794 -0.94752
H 2.13735 1.09527 -1.54002
H 2.95597 -0.32517 -1.48964
H -0.33867 -1.57868 1.94112
H 1.20860 -1.16163 2.50610
H 1.21798 -2.32887 1.35012
H -4.23131 -0.91631 -1.72929
H 0.53309 2.70790 0.60054
H -1.49136 0.58448 0.87932
H -3.83075 0.45450 1.98983

# 10
23
Properties=species:S:1:pos:R:3 method="wB97M-V/def2-TZVPD" mol_weight_g_mol=152.20 s2=2.01 gap_ev="6.41 / 7.18" spin_multiplicity=3 energy_ev=-13391.4962 total_charge=+2
C -3.13298 -0.27406 -0.31593
C -2.05483 -1.11186 -0.42259
C -2.89571 1.11233 -0.13875
C 0.72927 1.12824 -0.25532
C -0.65374 0.82397 -0.25722
C 1.41575 -0.06228 -0.35382
C 1.29028 2.50024 -0.18315
N -1.68835 1.61865 -0.12554
N 2.71220 -0.31186 -0.46930
N 0.43416 -1.19559 -0.31767
N -0.82243 -0.54937 -0.39558
H -4.13700 -0.66839 -0.34956
H -2.14496 -2.18387 -0.53679
H -3.71094 1.81222 0.00547
H -0.74639 -1.79424 2.68861
H 2.18652 2.53184 0.43074
H 0.54510 3.17139 0.23524
H 1.54127 2.86548 -1.17895
H 3.34774 0.47427 -0.56200
H 3.13270 -1.22903 -0.48889
H 0.45908 -1.69917 0.64394
H 0.60488 -1.90076 -1.05925
H -0.36413 -1.70634 1.98661

# 11
18
Properties=species:S:1:pos:R:3 method="wB97M-V/def2-TZVPD" mol_weight_g_mol=214.15 gap_ev=8.97 energy_ev=-31557.0983 total_charge=-1
C 1.64021 2.02201 0.67055
C -0.69394 0.43174 -0.31415
C -2.69690 -0.66094 0.09123
C 1.17853 0.63906 0.49677
N 2.97217 2.05045 0.75154
O 1.59696 -1.84265 -0.54646
O 0.93112 3.05494 0.64008
O -0.94529 0.81808 -1.43360
O 3.49579 -0.44070 0.14599
O 2.35002 0.02418 -1.88210
O -1.43714 -0.22071 0.48943
F 1.07999 -0.01753 1.70395
S 2.23231 -0.53260 -0.56331
H -2.92616 -0.17916 -0.91303
H -3.37258 -0.28469 0.89629
H -2.70839 -1.70867 -0.03486
H 3.61743 1.15293 0.83835
H 3.48962 2.88558 0.66285